[1]
Here is a 8-piece molecular cluster, C25H26F7NO21 overall in a non-equilibrium geometry from the OMol25 dataset. Energies are from ωB97M-V with the def2-TZVPD basis set.

XYZ file:
```
80
Properties=species:S:1:pos:R:3:forces:R:3:lowdin_charge:R:1
C 1.5240 -5.6541 -4.6531 0.950 3.867 0.954 -0.523
O -6.1460 1.7191 -4.1702 0.098 -0.067 -1.173 0.190
O 1.2029 -4.5467 -4.2857 0.862 -1.798 -0.595 0.156
C 4.8358 7.4173 -4.0804 -1.177 -1.045 -0.515 -0.047
H 1.7382 1.4789 7.1331 -0.399 -0.227 0.034 0.140
O -5.3986 -4.9008 -3.0672 0.261 0.755 3.166 0.172
C 7.5612 3.0332 0.9987 1.388 5.709 -2.162 -0.441
H -3.8237 -3.4440 -5.2917 0.291 -0.091 -0.014 0.134
H -3.5308 -5.2926 -3.2929 0.999 0.795 1.567 0.172
C 3.4983 6.7756 -3.6983 -0.947 2.705 -0.320 -0.278
F -3.8156 -3.2307 -2.9811 0.231 1.339 1.976 0.138
O 5.3049 3.9189 -4.2194 -1.714 4.503 -0.214 0.130
H 5.3066 0.9437 1.2968 0.423 -0.447 -0.672 0.141
H 3.1918 -7.5691 -6.1624 -0.781 0.171 -0.515 0.134
O 0.6041 -1.0841 8.0957 -0.566 -0.055 1.331 0.147
F 0.8683 -8.3543 -3.9519 0.150 -1.613 1.475 0.094
C 1.5209 -1.4958 7.2210 0.555 -3.931 -1.237 -0.545
C 7.6217 0.8572 1.0729 -2.891 -1.517 1.823 -0.324
C 2.7061 -7.4803 -5.1906 0.741 -0.158 -0.754 -0.041
O -9.0931 -0.2623 8.8674 3.900 0.421 -0.882 0.127
H -6.1608 -1.0164 6.3734 0.292 -0.129 0.161 0.151
C 1.2051 -7.7613 -5.0999 1.241 -1.478 -1.253 -0.378
H 3.2467 6.9156 -2.6470 0.226 -0.681 0.166 0.172
O 7.9377 4.1887 0.6263 -1.687 -5.568 2.063 0.104
C -6.2683 -4.4186 -3.9197 -3.038 -2.154 -1.765 -0.586
H 2.9220 1.1347 8.3087 0.552 -1.015 -0.057 0.139
F 0.0157 1.0324 8.4202 -2.854 1.405 0.212 0.084
C 6.2394 1.3910 1.6403 0.005 -3.099 -0.239 -0.094
C -0.5106 0.9463 1.6998 1.360 -1.245 -3.786 -0.118
H 1.1023 3.8063 1.9387 0.138 -0.199 0.365 0.086
N 1.0196 2.2637 0.4585 -3.328 -0.545 2.858 0.040
H -5.2307 -1.8336 7.7690 -0.435 -0.479 -0.552 0.142
H 0.8198 -8.3649 -5.9217 -0.120 0.139 -0.048 0.173
O 2.3250 -0.4881 6.9432 2.120 1.122 -0.325 0.087
H 3.2683 -8.2515 -4.6641 -0.007 0.657 1.149 0.138
H -1.0677 0.0289 1.8197 -0.113 0.281 0.303 0.096
C -0.0577 1.9146 2.5236 1.754 4.222 -0.062 -0.131
C -2.8546 2.1242 -4.9119 -1.370 -0.414 -1.068 -0.283
H 5.1169 8.2242 -3.4037 0.475 -0.564 0.192 0.142
O -4.0342 2.3260 -4.1011 1.738 0.717 -0.051 0.124
H 6.1404 1.2432 2.7157 0.618 0.776 0.377 0.134
F 7.4451 0.5205 -0.2237 0.372 -0.022 -0.670 0.085
H -3.6301 2.8983 -6.7627 -1.062 0.362 0.429 0.142
C -5.7017 0.1442 8.0886 -1.394 1.129 -1.096 -0.303
H 1.0680 0.0936 9.7371 0.464 -0.318 -0.091 0.175
O 1.6225 -2.6551 6.7820 -0.516 4.096 1.264 0.120
O -7.0531 0.6963 8.2423 1.093 0.877 1.148 0.120
O -7.4281 -4.6092 -3.7668 -0.708 1.144 -0.008 0.189
C 4.8594 5.0814 -4.1758 3.743 -2.591 0.703 -0.511
C -3.5431 1.9434 -6.2444 2.127 -0.493 -1.419 -0.120
O 5.5973 6.2281 -4.0493 2.697 -0.925 0.119 0.051
C 2.0834 0.6762 7.7847 0.643 -0.734 -0.937 -0.016
C -5.9835 -1.1153 7.4443 -2.441 -2.577 0.956 -0.009
O 3.6244 5.4575 -4.0917 -3.601 -0.688 -0.013 0.166
C 0.1562 1.2137 0.4740 -0.689 -2.858 -1.124 -0.179
H -2.3664 1.1907 -4.6319 0.323 0.345 0.581 0.173
F -1.9754 3.1617 -4.9650 -0.711 -0.300 0.680 0.077
C -7.9207 -0.3140 8.4849 -2.774 -0.916 -0.362 -0.531
C 0.7129 2.8242 1.7147 1.318 -0.048 1.075 -0.126
O 0.6333 -6.5591 -5.0148 -1.383 1.408 -1.010 0.164
F 2.4292 7.4202 -4.3270 0.740 -0.940 -0.117 0.033
H -2.8682 1.4415 -6.9377 -0.291 -0.776 0.115 0.138
C -4.3141 -4.3512 -4.9387 1.368 1.901 0.455 -0.067
F -5.0229 0.8574 7.1470 0.164 0.879 0.902 0.072
H -5.1503 0.0056 9.0185 -0.123 0.898 0.138 0.177
H 8.0100 -0.0032 1.6180 0.315 0.232 -0.105 0.169
H -0.2284 2.1042 3.5730 -0.252 0.025 -0.112 0.087
C -5.1003 1.7912 -4.7264 -0.466 -1.487 0.649 -0.514
H 1.5114 2.5541 -0.3745 -0.170 0.447 0.523 0.149
O -5.6844 -4.1151 -5.0880 -0.507 0.096 -0.384 0.099
O 6.2740 2.6605 1.1507 0.731 2.714 0.115 0.081
H 4.8784 7.7783 -5.1080 -0.443 0.219 0.005 0.142
O 2.8290 -6.0867 -4.8018 -1.682 -1.194 0.591 0.084
H 0.0973 0.5840 -0.4014 0.014 -0.085 -0.043 0.098
O -7.3373 -1.4662 8.0769 1.725 -0.104 -0.417 0.053
H -3.8506 -5.1864 -5.4638 -0.815 -0.390 -0.063 0.135
O 8.3861 1.9699 1.2226 0.691 1.226 -0.529 0.144
O -4.7086 1.1879 -5.9465 -0.376 2.108 1.266 0.072
C -4.1793 -4.4210 -3.3809 1.940 -3.386 -4.928 -0.387
C 0.9776 0.1633 8.6531 -0.006 -0.337 -0.201 -0.332
```
Forces are in eV/Å.

Gap between HOMO and LUMO: 0.2911 Ha
Strongest force on any atom: 6.29 eV Å⁻¹
LUMO level: 0.0837 eV
Molar mass: 809.5 g mol⁻¹



[2]
Here is an isolated ion of composition CH4NO2S and charge -1 in a non-equilibrium geometry from the OMol25 dataset. Energies are from ωB97M-V with the def2-TZVPD basis set.

XYZ file:
```
9
Properties=species:S:1:pos:R:3:forces:R:3:nbo_charge:R:1
C -1.1967 -0.9833 0.1007 1.467 1.523 -2.571 -1.094
O 1.0716 0.0407 -1.3705 -0.220 -0.056 0.032 -1.044
H 0.8595 1.9816 -0.0760 -0.832 1.012 -0.500 0.389
H -0.7517 -1.7673 0.6383 0.092 -1.700 1.141 0.154
S 0.5283 -0.1060 -0.0089 -1.096 -1.403 -1.271 2.131
H -1.4066 -1.4383 -0.9917 0.786 1.194 2.055 0.167
N 0.1633 1.4702 0.4351 2.985 -1.685 1.449 -1.096
O 1.5197 -0.5994 0.9316 -0.213 -0.267 0.488 -1.011
H -0.7875 1.4018 0.3414 -2.969 1.381 -0.823 0.405
```
Forces are in eV/Å.

Net charge: -1
Gap between HOMO and LUMO: 0.2742 Ha
Strongest force on any atom: 3.72 eV Å⁻¹
ΔE to the lowest compared entry with this formula, charge and spin: 4.344 eV
LUMO level: 4.1117 eV
Molar mass: 94.1 g mol⁻¹



[3]
Here is C40H45AsIrN6O2S as an isolated structure from the OMol25 dataset. Energies are from ωB97M-V with the def2-TZVPD basis set.

XYZ file:
```
96
Properties=species:S:1:pos:R:3:forces:R:3:mulliken_spin:R:1
H -6.8709 -4.1649 -4.3277 -0.002 0.030 0.001 0.000
C -6.0211 0.1240 3.5144 -0.103 -0.015 0.099 -0.001
C 1.5900 -3.1773 -3.3073 -0.081 -0.066 0.090 -0.001
H -0.3098 0.7992 -2.2125 -0.034 0.008 -0.025 0.078
As -3.4638 -0.8996 0.4753 0.273 -0.188 -0.461 -0.037
C -1.4285 1.9816 -3.6010 -0.121 0.033 -0.028 -0.062
H -7.7032 0.2169 -0.8664 0.062 -0.039 0.020 0.000
H -6.4904 -2.7200 -5.2570 0.002 -0.005 0.022 0.000
C -4.0838 -2.3638 -1.8690 -0.010 0.007 -0.057 0.003
C 3.5302 0.5813 -2.7973 0.049 -0.036 -0.112 0.009
C -3.6525 1.3926 -2.0268 0.170 -0.054 0.116 0.103
H -6.3125 0.6686 0.1111 0.160 0.118 0.006 -0.001
H 4.0493 -1.3453 0.0609 -0.027 0.008 -0.033 0.000
C -4.6892 -1.4607 -0.9690 -0.167 0.207 -0.074 0.060
C 2.7916 1.5587 -2.1231 -0.073 -0.108 0.073 0.016
H -6.4973 3.2077 4.9262 -0.001 -0.045 -0.014 0.000
H -4.7684 2.5566 -3.4234 0.037 -0.005 0.008 -0.001
H 0.5538 3.1536 1.9002 -0.002 -0.013 0.051 -0.001
H 3.2995 -2.8966 -1.7149 0.068 -0.021 -0.021 0.000
C -1.2801 1.2039 -2.4706 -0.162 -0.115 0.120 0.129
H -2.8985 3.2896 1.9548 -0.041 -0.002 -0.037 0.000
C -3.3052 2.5678 1.2442 -0.121 -0.079 -0.003 0.043
N 1.4464 2.0749 -0.2139 -0.257 -0.668 -0.082 0.006
H -4.8946 3.2770 3.1712 -0.021 -0.085 -0.016 0.000
H 5.1605 2.5164 -5.0277 -0.043 -0.023 0.053 0.000
H -2.3815 -3.1966 -0.7846 -0.045 -0.046 0.138 -0.004
C -3.7911 2.1736 -3.1568 0.093 0.058 -0.095 -0.058
C -2.6850 2.4726 -3.9485 -0.008 -0.008 0.007 0.123
C -2.3910 0.8940 -1.6572 -0.031 -0.057 -0.055 -0.108
H -5.7891 -2.2574 1.3208 0.032 0.022 0.038 0.001
C -1.5251 -0.6339 3.2764 0.132 0.157 -0.111 -0.005
C -6.8615 -0.1733 -0.2931 0.081 -0.083 -0.013 -0.001
N 0.9161 -3.1732 -2.0165 -0.041 0.080 -0.098 0.012
H -0.0899 -3.1822 -1.9885 -0.033 -0.064 -0.037 -0.006
C -6.9134 -3.0743 -4.3149 0.023 -0.004 0.030 0.001
C -6.0380 -1.0964 -1.1666 0.026 -0.015 0.046 -0.011
C -0.6040 1.4009 2.6842 0.255 0.157 -0.305 0.023
H 4.9690 0.1367 -4.3251 -0.045 0.045 0.011 0.000
H -2.8010 3.0873 -4.8322 -0.002 -0.026 0.031 0.005
N -0.8399 0.1104 2.4019 -0.193 -0.150 0.140 0.085
H -1.9638 -1.9506 -1.9368 0.001 0.055 -0.079 0.037
C -6.1464 -2.5207 -3.1442 0.015 -0.052 -0.070 -0.001
C 1.5037 -2.8895 -0.8587 0.049 0.107 0.032 0.015
C 3.6391 -2.3290 0.2879 -0.102 -0.070 -0.154 -0.001
H -6.2189 -2.3824 3.0188 0.022 0.048 0.012 0.000
C -5.0158 2.2124 2.9830 0.029 0.033 0.047 -0.003
H 3.0203 -2.2600 1.1742 -0.053 -0.012 0.024 -0.001
C 3.7891 3.2284 -3.5611 0.048 -0.016 -0.058 0.001
H 1.8504 3.5580 -1.1058 -0.075 0.039 0.049 0.000
C -2.0324 -0.1138 4.4532 0.014 -0.042 0.028 0.004
N -2.1981 0.1369 -0.5095 0.203 0.279 0.028 0.554
C -4.8184 -2.8681 -2.9324 0.054 -0.072 -0.057 0.004
C -6.7283 -1.6421 -2.2499 -0.006 0.049 0.025 0.000
O 1.4904 -0.0948 -1.0209 -0.032 0.160 0.120 0.015
H 0.8729 -3.4771 -4.0656 -0.008 0.028 -0.004 0.000
H -7.7652 -1.3519 -2.3956 0.077 -0.031 0.009 0.001
H -0.8505 3.0327 4.0420 -0.033 -0.094 -0.003 0.000
Ir -0.3813 -0.4607 0.2203 0.113 -0.428 0.148 2.613
H -6.6035 1.6671 5.7874 -0.002 0.015 -0.049 0.000
C -4.2464 1.6312 1.9701 -0.063 -0.028 0.046 -0.007
C 2.9435 2.9045 -2.4976 -0.039 0.152 0.049 -0.001
C 1.8555 1.1302 -1.0614 0.336 0.274 -0.323 0.018
C -4.4178 0.2632 1.7173 0.021 0.155 -0.055 0.107
H -0.5642 2.2083 -4.2147 -0.045 -0.010 0.042 0.000
O 2.2992 3.9209 -1.8974 0.110 -0.109 -0.072 0.002
H -2.4731 2.0604 0.7726 0.060 -0.085 -0.071 -0.012
C -5.9139 1.4921 3.7519 -0.038 0.033 0.062 0.002
C -2.6367 -2.7936 -1.7632 -0.064 0.040 -0.021 -0.027
H -3.8266 3.1383 0.4724 -0.036 -0.054 -0.026 0.002
H -4.5087 1.1849 -1.4060 -0.118 -0.052 0.086 0.027
H -2.4214 -3.5607 -2.5072 -0.059 -0.021 -0.040 0.000
H -4.5369 -2.5402 2.5226 0.021 -0.006 0.004 -0.002
C -1.8063 1.2237 4.7353 -0.003 0.086 0.085 -0.002
H -7.9606 -2.7744 -4.2831 0.040 -0.007 0.016 0.000
H 4.4502 -3.0309 0.4681 0.000 -0.019 -0.019 0.000
H 3.8794 4.2714 -3.8429 -0.015 -0.096 0.028 0.000
H 2.4037 -3.9060 -3.3245 -0.030 0.007 0.009 0.001
C 4.4988 2.2423 -4.2134 0.053 -0.024 -0.021 0.000
C 4.3877 0.9030 -3.8276 -0.033 0.078 0.038 0.000
H -7.8122 2.0823 4.5795 0.058 -0.003 -0.005 0.000
H 1.9715 -2.1840 -3.5546 0.018 0.007 0.014 0.001
C -5.2886 -0.5033 2.5233 -0.012 -0.072 -0.015 0.000
C -1.0657 1.9875 3.8473 -0.077 0.156 0.193 0.011
H -7.2777 -0.7136 0.5610 0.016 0.018 -0.009 0.000
H -6.7020 -0.4713 4.1185 0.052 0.064 -0.044 0.000
C -6.7486 2.1523 4.8195 0.045 -0.025 -0.031 0.000
C -5.4660 -1.9971 2.3323 0.004 0.115 0.034 0.003
S 0.5115 -2.7071 0.5644 -0.045 0.165 -0.101 0.129
C 0.2151 2.1403 1.7038 -0.195 -0.046 0.607 0.015
N 2.8229 -2.7977 -0.8331 0.091 0.116 0.309 0.007
H -2.5925 -0.7481 5.1280 0.028 0.036 -0.047 0.000
N 0.5833 1.5079 0.6664 -0.155 0.241 -0.132 0.092
H -2.1956 1.6669 5.6443 0.025 -0.026 -0.059 0.000
H 3.4126 -0.4468 -2.4771 -0.018 0.020 -0.010 -0.001
H -1.6745 -1.6704 3.0056 -0.015 -0.031 -0.037 -0.002
H -4.3357 -3.5575 -3.6199 -0.032 0.044 0.038 0.000
```
Forces are in eV/Å.

Net charge: +1
Gap between HOMO and LUMO (spin up / spin down): 0.2674 / 0.2298 Ha
Strongest force on any atom: 0.72 eV Å⁻¹
LUMO level (spin up / spin down): -2.9084 / -4.1802 eV
Multiplicity: 5
Molar mass: 941.0 g mol⁻¹



[4]
Here is one molecule with the formula C27H28N2O7 from the OMol25 dataset. Energies are from ωB97M-V with the def2-TZVPD basis set.

XYZ file:
```
64
Properties=species:S:1:pos:R:3:forces:R:3:nbo_charge:R:1
C -1.7679 0.9553 1.3946 -0.048 -0.063 -0.025 -0.662
C 1.7456 1.7359 -0.3934 -0.125 -0.399 -0.308 -0.094
H -1.3394 -3.7773 -3.8752 0.001 -0.046 -0.061 0.229
N 1.6497 1.1384 3.1163 -0.374 0.422 0.005 -0.626
C 0.1484 -2.3093 1.0868 0.158 -0.032 0.413 -0.297
C 2.7347 1.2604 0.5229 0.286 -0.133 0.064 -0.112
N 2.1673 -0.4272 -0.8401 0.132 -0.315 -0.140 -0.538
C -2.6824 -0.1808 -2.4406 -0.250 0.325 -0.267 0.756
H 0.1409 -3.5988 -2.9329 0.086 -0.068 0.000 0.223
C -1.4327 -2.2857 -2.3294 -0.304 0.295 -0.312 0.097
H 0.8077 -2.9368 1.6651 0.049 -0.047 0.061 0.220
C 3.4271 2.0097 1.6108 -0.116 -0.086 0.000 -0.420
H 3.6076 -0.7522 0.6933 0.132 -0.141 0.107 0.221
C 0.5047 0.7745 -2.2712 0.075 0.067 -0.042 -0.247
H 0.6702 1.2365 2.8866 0.132 -0.116 0.039 0.438
H -0.8756 2.1099 -3.1976 -0.091 -0.002 -0.078 0.216
H 3.7850 2.9778 1.2564 0.093 -0.024 0.064 0.237
O 3.2545 -0.3616 3.6903 0.447 -0.080 0.115 -0.634
H -1.0679 1.7647 1.1862 0.020 0.112 0.007 0.237
H -4.7678 -2.0013 -3.8714 -0.113 0.007 0.057 0.215
C -1.0357 -1.9296 -0.9869 -0.087 0.333 0.325 -0.170
H -2.7085 1.1924 0.9066 -0.046 0.084 0.038 0.238
C -1.5344 -0.7384 -0.4374 0.527 -0.699 0.373 0.339
H -1.1624 4.1744 -2.4128 0.081 0.003 0.097 0.480
C 2.9426 -0.0553 0.2203 0.106 0.202 0.091 -0.014
O 0.3831 3.3409 2.6388 -0.499 -0.229 0.074 -0.696
C 0.1515 3.0647 -1.5724 0.231 -0.220 0.152 0.362
C -0.3763 -1.1352 1.6302 -0.221 -0.020 -0.671 0.321
C -2.2181 -1.4320 -3.0356 0.316 -0.342 -0.010 -0.138
C 2.0970 -0.0740 3.4724 -0.666 -0.226 -0.190 0.667
O -2.3461 0.0762 -1.1482 -0.127 0.119 0.159 -0.463
O 2.2063 4.6099 2.4678 0.111 -0.025 -0.057 -0.585
C 2.5087 2.2611 2.8404 0.392 -0.151 0.032 -0.152
H -0.0753 4.1782 2.4606 0.275 -0.012 0.005 0.512
C -0.9476 -3.5914 -2.8821 -0.113 0.144 -0.065 -0.655
O -0.1850 -0.7155 2.9108 -0.216 -0.037 0.148 -0.516
H 3.1646 2.4305 3.7050 -0.156 0.102 -0.146 0.245
C -3.9884 -2.5139 -4.4294 0.146 0.119 -0.108 -0.594
H 1.3482 3.8271 0.0155 0.021 0.168 0.099 0.222
C -0.1793 -2.6969 -0.1912 -0.221 0.198 -0.119 -0.174
H -1.9185 0.8865 2.4683 -0.029 0.069 0.053 0.227
C 1.1077 2.9612 -0.5789 -0.296 0.160 -0.277 -0.306
C 1.4214 0.6470 -1.2382 -0.116 0.492 0.019 0.175
H 0.2950 -0.0481 -2.9389 -0.067 -0.075 -0.070 0.216
H -3.8137 -3.4835 -3.9676 -0.019 -0.105 0.039 0.197
H -0.2102 -1.8404 5.3226 -0.042 -0.055 0.018 0.220
H 2.1358 -1.3440 -1.2501 -0.027 0.090 0.087 0.413
C -1.2214 -0.3317 0.8594 -0.037 0.049 0.004 -0.018
C 0.9549 -1.0910 3.6666 0.398 -0.116 0.338 0.020
C -2.7129 -1.6687 -4.4347 -0.115 -0.039 0.031 -0.434
H -2.9423 -0.6966 -4.8739 0.116 -0.106 -0.043 0.245
H 4.2768 1.4161 1.9474 0.001 0.117 0.036 0.241
H 0.1576 -0.1133 5.4118 -0.029 0.096 0.047 0.217
H 0.2329 -3.6158 -0.5760 0.025 -0.122 -0.050 0.216
O -0.5039 4.2540 -1.7123 -0.149 0.246 -0.077 -0.686
H 1.4250 -1.3042 5.7531 0.077 -0.012 0.055 0.231
H 1.3307 -2.0817 3.3963 -0.020 0.192 -0.056 0.200
C -0.1352 1.9847 -2.4195 0.042 0.029 -0.037 -0.304
H -4.3384 -2.6700 -5.4468 -0.106 -0.058 -0.076 0.212
H -1.9457 -2.1482 -5.0444 0.015 0.046 0.009 0.204
C 1.7085 3.5300 2.6315 0.148 0.293 0.146 0.798
C 0.5540 -1.0887 5.1414 -0.018 -0.064 -0.370 -0.611
O -3.3514 0.6475 -3.0154 0.169 -0.223 0.217 -0.589
H -1.2612 -4.4063 -2.2314 0.033 -0.092 0.030 0.231
```
Forces are in eV/Å.

Gap between HOMO and LUMO: 0.2871 Ha
Strongest force on any atom: 0.95 eV Å⁻¹
ΔE to the lowest compared entry with this formula, charge and spin: 0.000 eV
LUMO level: 0.0530 eV
Molar mass: 492.5 g mol⁻¹



[5]
Here is one molecule with the formula C4H3N3 in a non-equilibrium geometry from the OMol25 dataset. Energies are from ωB97M-V with the def2-TZVPD basis set.

XYZ file:
```
10
Properties=species:S:1:pos:R:3:forces:R:3:nbo_charge:R:1
H 0.7206 0.3141 -1.2158 0.639 -1.169 -0.492 0.302
C 2.1382 -0.1692 0.2295 1.015 0.122 0.328 0.275
C -1.2781 -0.7041 0.1464 0.185 -0.189 -0.053 0.025
C -1.2354 0.7590 0.1334 0.167 0.307 0.322 -0.015
N 3.2750 -0.2714 0.4186 -1.380 0.100 -0.107 -0.269
C 0.7333 -0.0361 -0.1641 0.107 0.414 -0.441 -0.100
H -2.0715 1.4457 0.0900 -0.019 -0.072 0.248 0.215
N -0.0948 -1.1968 0.0155 -0.366 0.284 -0.297 -0.333
N -0.0204 1.1811 0.1067 -0.527 0.164 0.512 -0.313
H -2.1668 -1.3221 0.2398 0.179 0.039 -0.020 0.214
```
Forces are in eV/Å.

Gap between HOMO and LUMO: 0.4036 Ha
Strongest force on any atom: 1.42 eV Å⁻¹
ΔE to the lowest compared entry with this formula, charge and spin: 1.552 eV
LUMO level: -0.3903 eV
Molar mass: 93.1 g mol⁻¹



no.,E_tot (Ha)
1,-3301.96711
2,-643.87324
3,-4768.31614
4,-1681.96647
5,-318.42769